--- 1 ---
CH2N2O2 | wB97M-V/def2-TZVPD

Each line ends with the Mulliken charge.
CARTESIAN COORDINATES (ANGSTROEM)
C 1.679 -0.193 0.326  0.265
N 0.400 -0.054 -0.158  0.241
N -0.622 0.775 -0.034  -0.429
O 2.766 -0.157 -0.123  -0.324
O -1.804 0.008 0.028  -0.407
H 0.066 -1.019 -0.328  0.267
H -2.484 0.639 0.289  0.386

Computed properties:
LUMO level (spin up / spin down), Eh: 0.00559 / -0.00459
Gap between HOMO and LUMO (spin up / spin down), Eh: 0.3073 / 0.3071
Molecular weight, g/mol: 74.04



--- 2 ---
CH2N2O2 | wB97M-V/def2-TZVPD

Each line ends with the Mulliken charge.
CARTESIAN COORDINATES (ANGSTROEM)
C -0.144 -0.774 0.790  -0.175
N 0.599 0.133 0.369  -0.391
N 0.247 0.769 -0.787  1.029
O -0.419 1.760 -0.584  -0.510
O 0.619 0.415 -1.866  -0.524
H 0.044 -1.073 1.785  0.266
H -0.946 -1.231 0.293  0.305

Computed properties:
LUMO level, Eh: 0.00822
Gap between HOMO and LUMO, Eh: 0.4176
Molecular weight, g/mol: 74.04



Quick one: least stable of them? 1



--- 1 ---
CH2N2O2 | wB97M-V/def2-TZVPD

Each line ends with the Mulliken charge.
CARTESIAN COORDINATES (ANGSTROEM)
C 1.137 0.664 -0.194  0.404
N -0.047 0.878 0.308  0.070
N -0.384 -0.391 0.659  -0.375
O 2.240 0.150 -0.163  -0.387
O -1.220 -0.924 -0.249  -0.391
H -0.711 1.536 -0.089  0.294
H -1.014 -1.913 -0.273  0.385

Computed properties:
LUMO level (spin up / spin down), Eh: 0.00892 / 0.00169
Gap between HOMO and LUMO (spin up / spin down), Eh: 0.3263 / 0.2844
Molecular weight, g/mol: 74.04



--- 2 ---
CH2N2O2 | wB97M-V/def2-TZVPD

Each line ends with the Mulliken charge.
CARTESIAN COORDINATES (ANGSTROEM)
N 1.866 0.781 1.864  -0.392
N 1.541 0.242 2.762  0.907
O 1.266 -0.304 3.721  -0.516
C -0.217 -0.346 0.443  -0.178
O -0.781 -0.459 1.494  -0.400
H 0.068 0.700 0.179  0.302
H 0.080 -1.317 -0.033  0.278

Computed properties:
LUMO level, Eh: 0.02874
Gap between HOMO and LUMO, Eh: 0.4063
Molecular weight, g/mol: 74.04



Quick one: least stable of them? 1



--- 1 ---
C4H12NOS2 | wB97M-V/def2-TZVPD

Each line ends with the Mulliken charge.
CARTESIAN COORDINATES (ANGSTROEM)
C 2.494 0.812 0.132  -1.253
C -2.300 -0.557 -0.665  -1.197
C 0.946 0.789 -0.297  -0.199
C -1.708 0.264 0.409  0.528
N 0.106 -0.004 0.668  -0.389
O -1.701 1.624 0.147  -0.506
S 0.768 -0.069 -1.963  -0.165
S -2.342 -0.053 2.035  -0.129
H 2.793 -0.231 0.011  0.429
H 2.513 1.235 1.179  0.350
H 3.066 1.595 -0.302  0.337
H -3.375 -0.353 -0.461  0.375
H -2.174 -1.602 -0.512  0.370
H -2.118 -0.205 -1.690  0.401
H 0.509 1.768 -0.316  0.455
H 0.353 0.069 1.707  0.426
H 0.278 -1.014 0.413  0.393
H -1.831 1.835 -0.783  0.377
H 2.064 -0.499 -2.324  0.196
H -2.979 1.051 1.831  0.202

Computed properties:
LUMO level, Eh: -0.11198
Net charge: +1
Gap between HOMO and LUMO, Eh: 0.3909
Molecular weight, g/mol: 154.28



--- 2 ---
C4H12NOS2 | wB97M-V/def2-TZVPD

Each line ends with the Mulliken charge.
CARTESIAN COORDINATES (ANGSTROEM)
C -0.320 -2.809 3.035  -0.909
S 1.053 -2.142 2.127  -0.008
S 0.377 -0.301 1.667  -0.138
C -0.287 -0.375 -0.076  -0.908
C -0.136 0.990 -0.691  0.006
N 1.311 1.381 -0.668  -0.257
C -0.640 1.125 -2.163  -0.614
O 0.007 2.289 -2.732  -0.553
H -0.158 -3.800 3.477  0.346
H -1.321 -3.003 2.620  0.332
H -0.659 -2.290 3.948  0.341
H 0.221 -1.199 -0.578  0.484
H -1.341 -0.611 0.062  0.434
H -0.674 1.719 -0.082  0.306
H 1.914 0.757 -1.212  0.339
H 1.693 1.340 0.281  0.376
H 1.456 2.334 -1.015  0.365
H -0.206 0.330 -2.759  0.319
H -1.713 1.266 -2.233  0.410
H -0.576 2.997 -3.008  0.328

Computed properties:
LUMO level, Eh: -0.11839
Net charge: +1
Gap between HOMO and LUMO, Eh: 0.3409
Molecular weight, g/mol: 154.28



Quick one: least stable of them? 1



--- 1 ---
C2H6NP | wB97M-V/def2-TZVPD

Each line ends with the Mulliken charge.
CARTESIAN COORDINATES (ANGSTROEM)
C -0.880 -0.114 -0.314  -0.013
N -1.430 0.983 -0.581  -0.407
C -2.305 -0.058 0.018  -0.245
H 0.076 -0.642 -0.332  0.175
H -3.030 -0.416 -0.692  0.217
H -2.553 -0.023 1.082  0.186
P 2.569 0.116 -0.430  -0.076
H 1.422 -0.200 0.333  0.014
H 3.485 -0.770 0.264  0.067
H 2.647 1.125 0.653  0.082

Computed properties:
LUMO level, Eh: 0.03511
Gap between HOMO and LUMO, Eh: 0.4027
Molecular weight, g/mol: 75.05



--- 2 ---
C2H6NP | wB97M-V/def2-TZVPD

Each line ends with the Mulliken charge.
CARTESIAN COORDINATES (ANGSTROEM)
C 0.001 -1.603 0.214  -0.689
C -1.075 0.706 0.260  -0.367
N -0.213 -0.198 0.510  0.142
P 1.120 -0.675 1.352  -0.239
H -0.904 -2.071 0.532  0.356
H 0.477 -1.736 -0.734  0.268
H 1.508 1.749 -0.922  -0.222
H -0.929 1.730 0.473  0.319
H -2.012 0.238 -0.113  0.221
H 2.025 1.860 -1.573  0.211

Computed properties:
LUMO level (spin up / spin down), Eh: 0.02069 / 0.02065
Gap between HOMO and LUMO (spin up / spin down), Eh: 0.2782 / 0.2782
Molecular weight, g/mol: 75.05



Quick one: least stable of them? 2



--- 1 ---
C2H6NP | wB97M-V/def2-TZVPD

Each line ends with the Mulliken charge.
CARTESIAN COORDINATES (ANGSTROEM)
C -0.450 0.846 0.976  -0.058
C 1.022 -0.532 0.080  -0.865
N -1.048 1.565 0.180  -0.445
P -0.279 -1.360 -0.882  -0.028
H -0.602 0.642 2.043  0.291
H 1.676 0.146 -0.376  0.339
H 1.544 -0.940 0.818  0.516
H -1.845 2.047 0.443  0.228
H 0.466 -2.151 -1.579  -0.011
H -0.485 -0.263 -1.702  0.034

Computed properties:
LUMO level, Eh: 0.04305
Gap between HOMO and LUMO, Eh: 0.3507
Molecular weight, g/mol: 75.05



--- 2 ---
C2H6NP | wB97M-V/def2-TZVPD

Each line ends with the Mulliken charge.
CARTESIAN COORDINATES (ANGSTROEM)
C 0.603 0.232 -0.670  -0.929
C -3.143 1.045 1.228  -0.142
N -3.674 0.250 0.516  0.037
P -4.081 -0.893 -0.455  -0.200
H 1.509 0.003 -1.223  0.275
H -0.271 0.373 -1.310  0.202
H 0.726 1.017 0.070  0.223
H -3.475 1.647 2.035  0.282
H 0.355 -0.675 -0.079  0.224
H -4.504 -0.141 -1.647  0.029

Computed properties:
LUMO level (spin up / spin down), Eh: 0.00510 / 0.00512
Gap between HOMO and LUMO (spin up / spin down), Eh: 0.2950 / 0.2950
Molecular weight, g/mol: 75.05



Quick one: least stable of them? 1



--- 1 ---
C8H15NO | wB97M-V/def2-TZVPD

Each line ends with the Mulliken charge.
CARTESIAN COORDINATES (ANGSTROEM)
C -1.748 -1.214 -1.051  -0.977
N -0.498 -0.526 -0.704  -0.025
C -0.115 -0.566 0.787  -0.278
C -1.377 0.007 1.459  -0.905
C -1.394 1.293 0.508  -0.770
C -0.467 0.923 -0.735  -0.006
C 1.118 1.058 -0.642  -1.259
C 1.933 -0.271 -0.285  0.372
O 3.185 0.035 0.241  -0.587
C 1.198 -1.303 0.671  -0.818
H -1.737 -2.291 -0.783  0.253
H -1.762 -1.126 -2.151  0.352
H -2.670 -0.724 -0.674  0.306
H 0.449 0.369 1.028  0.372
H -2.283 -0.594 1.399  0.331
H -1.167 0.324 2.481  0.347
H -0.987 2.156 1.064  0.388
H -2.433 1.541 0.177  0.345
H -0.734 1.412 -1.689  0.458
H 1.454 1.563 -1.552  0.470
H 1.398 1.738 0.180  0.367
H 2.027 -0.819 -1.236  0.306
H 3.712 0.564 -0.414  0.343
H 1.203 -2.326 0.281  0.271
H 1.696 -1.222 1.640  0.344

Computed properties:
LUMO level, Eh: 0.03412
Gap between HOMO and LUMO, Eh: 0.3458
Molecular weight, g/mol: 141.21



--- 2 ---
C8H15NO | wB97M-V/def2-TZVPD

Each line ends with the Mulliken charge.
CARTESIAN COORDINATES (ANGSTROEM)
C -0.749 -0.725 -2.617  -1.620
C -0.158 -0.028 -1.476  0.807
C 1.267 0.436 -1.705  -1.247
C -0.840 0.226 -0.379  1.339
C -2.348 -0.195 -0.431  -1.909
C -0.293 1.116 0.737  -0.759
H -1.490 -1.520 -2.379  0.317
H 0.093 -1.207 -3.148  0.451
H -1.268 0.093 -3.324  0.234
H 1.918 0.316 -0.760  0.162
H 1.046 1.554 -1.603  0.220
H 1.754 0.180 -2.657  0.407
H -2.766 0.276 -1.298  0.386
H -2.798 0.130 0.435  0.487
H -2.434 -1.267 -0.605  0.310
H -1.093 1.387 1.509  0.326
H -0.014 1.948 0.127  0.479
H 0.553 0.636 1.339  -0.280
C 2.180 -0.625 2.519  -0.756
N 0.964 -1.151 1.974  -0.242
C 0.366 -2.173 1.833  0.545
O -0.354 -3.027 1.494  -0.481
H 3.134 -1.072 2.050  0.275
H 2.198 0.481 2.360  0.175
H 2.292 -0.941 3.555  0.374

Computed properties:
LUMO level, Eh: 0.02242
Gap between HOMO and LUMO, Eh: 0.3248
Molecular weight, g/mol: 141.21



Quick one: least stable of them? 1